ORCA calculation (wB97M-V/def2-TZVPD) on a structure of composition C32H24BrCrNO5P2S2.

The geometry in XYZ format:
```
68
C32H24BrCrNO5P2S2 (wB97M-V/def2-TZVPD)
Cr 9.822 12.200 10.943
S 12.128 11.383 11.705
P 11.398 9.600 10.744
C 10.235 10.432 9.888
P 10.367 10.916 8.250
S 10.998 12.844 8.624
C 11.336 10.097 7.008
C 10.813 8.966 6.437
C 11.427 8.457 5.298
C 12.636 8.993 4.856
C 13.171 10.109 5.470
C 12.524 10.645 6.577
C 8.754 10.834 7.466
C 8.541 11.248 6.193
C 7.230 11.477 5.742
C 6.166 11.082 6.510
C 6.398 10.538 7.754
C 7.677 10.397 8.235
C 12.782 8.767 9.965
C 14.093 9.122 10.209
C 15.084 8.198 9.823
C 14.717 6.978 9.288
C 13.394 6.663 9.015
C 12.392 7.577 9.357
C 10.937 8.515 12.127
C 9.600 8.498 12.432
C 9.133 7.695 13.497
C 10.020 6.900 14.200
C 11.373 6.963 13.891
C 11.865 7.781 12.879
H 9.908 8.474 6.809
H 10.959 7.625 4.774
H 13.041 8.647 3.909
H 14.063 10.561 5.058
H 12.893 11.521 7.169
H 9.343 11.429 5.489
H 7.075 11.914 4.764
H 5.137 11.116 6.158
H 5.497 10.259 8.346
H 7.919 9.890 9.187
H 14.324 10.084 10.666
H 16.185 8.386 9.979
H 15.481 6.284 9.033
H 13.140 5.795 8.437
H 11.343 7.410 9.117
H 8.948 9.125 11.844
H 8.087 7.774 13.739
H 9.683 6.303 15.052
H 12.115 6.406 14.464
H 12.931 7.869 12.640
O 6.638 10.810 12.891
C 7.498 11.280 12.108
O 8.793 11.388 12.396
C 7.077 11.897 10.767
O 6.000 11.631 10.246
O 8.047 12.668 10.252
O 8.674 17.346 14.276
C 9.076 16.272 13.546
C 8.876 16.178 12.157
C 9.274 15.015 11.508
N 9.691 13.907 12.274
C 9.871 14.004 13.569
Br 10.501 12.633 14.800
C 9.599 15.219 14.238
H 8.313 18.034 13.650
H 8.469 17.020 11.558
H 9.191 14.908 10.458
H 9.706 15.309 15.353
```

- LUMO energy (alpha / beta) (eV) = 2.141 / 2.140
- energy relative to the best compared isomer or geometry (same formula, charge and spin) (kcal/mol) = 0.0
- DFT total energy (a.u.) = -6762.5041
- spin multiplicity = 4
- HOMO-LUMO gap (alpha / beta) (Ha) = 0.22256 / 0.22565
- expectation value of S² = 3.815
- charge = -1
- HOMO energy (alpha / beta) (eV) = -3.9154 / -4.0000



ORCA calculation (wB97M-V/def2-TZVPD) on a structure of composition C32H24Cl2NO.

The geometry in XYZ format:
```
60
C32H24Cl2NO (wB97M-V/def2-TZVPD)
Cl -6.622 1.046 3.680
C -5.049 0.345 3.690
C -4.918 -1.050 3.760
C -3.656 -1.606 3.916
C -2.528 -0.788 4.071
C -1.268 -1.445 4.431
C -0.044 -0.731 4.245
C 1.105 -1.431 3.988
C 2.387 -0.808 3.760
C 3.554 -1.602 3.640
C 4.810 -1.019 3.595
C 4.931 0.378 3.650
Cl 6.489 1.097 3.659
C 3.786 1.185 3.673
C 2.525 0.604 3.719
C -2.652 0.607 3.927
C -3.920 1.169 3.736
H -5.798 -1.682 3.745
H -3.535 -2.688 3.882
H -1.234 -2.525 4.129
H -0.045 0.359 4.302
H 1.065 -2.521 3.849
H 3.445 -2.683 3.648
H 5.698 -1.635 3.555
H 3.900 2.259 3.684
H 1.649 1.241 3.757
H -1.779 1.255 3.922
H -4.038 2.243 3.673
C 3.197 -0.621 7.720
C 3.291 -1.862 7.088
C 2.139 -2.596 6.817
C 0.873 -2.084 7.132
C -0.315 -2.872 6.647
C -1.523 -2.032 6.236
N -2.733 -2.732 6.647
C -2.855 -4.033 6.241
C -4.087 -4.669 6.136
C -5.247 -3.987 6.621
C -6.523 -4.559 6.417
C -6.640 -5.772 5.760
C -5.499 -6.460 5.301
C -4.247 -5.921 5.489
C -5.051 -2.744 7.272
C -3.822 -2.127 7.266
O -0.164 -4.147 6.561
C 0.774 -0.839 7.783
C 1.941 -0.131 8.087
H 4.097 -0.027 7.886
H 4.261 -2.238 6.760
H 2.195 -3.535 6.261
H -1.576 -1.009 6.626
H -1.965 -4.527 5.865
H -7.403 -4.038 6.816
H -7.616 -6.213 5.616
H -5.588 -7.426 4.812
H -3.341 -6.417 5.165
H -5.904 -2.191 7.692
H -3.672 -1.112 7.657
H -0.203 -0.392 8.010
H 1.872 0.839 8.582
```

- LUMO energy (eV) = -4.271
- energy relative to the best compared isomer or geometry (same formula, charge and spin) (kcal/mol) = 0.0
- DFT total energy (a.u.) = -2283.9213
- HOMO-LUMO gap (Ha) = 0.23552
- charge = +1
- HOMO energy (eV) = -10.6804



ORCA calculation (wB97M-V/def2-TZVPD) on a structure of composition C32H24Cl3F9N4O2S2SiTa.

The geometry in XYZ format:
```
78
C32H24Cl3F9N4O2S2SiTa (wB97M-V/def2-TZVPD)
Ta -1.311 0.047 -0.180
C 1.808 -2.297 -0.400
C 0.762 -3.048 -1.151
C 1.077 -4.311 -1.690
C 0.109 -5.035 -2.325
C -1.192 -4.503 -2.434
C -2.262 -5.212 -3.013
C -3.517 -4.666 -3.059
C -3.724 -3.364 -2.600
C -2.688 -2.630 -2.066
S -2.992 -0.969 -1.608
C -1.398 -3.192 -1.917
N -0.427 -2.498 -1.283
H 2.764 -2.813 -0.442
H 1.498 -2.199 0.640
H 1.909 -1.303 -0.827
H 2.081 -4.694 -1.581
H 0.323 -6.012 -2.734
H -2.065 -6.197 -3.405
H -4.347 -5.229 -3.460
H -4.703 -2.914 -2.659
N 8.869 2.335 -0.527
C 7.739 2.162 -0.592
C 6.337 1.957 -0.647
C 5.472 3.046 -0.561
C 4.103 2.843 -0.545
C 3.586 1.556 -0.620
C 4.456 0.470 -0.721
C 5.821 0.665 -0.744
C 2.144 1.217 -0.502
C 1.739 0.818 0.770
C 2.507 0.937 1.957
C 1.777 0.340 2.959
C 0.616 -0.156 2.350
N 0.561 0.151 1.055
C 1.370 1.125 -1.659
C 1.761 1.578 -2.939
C 0.741 1.247 -3.807
C -0.223 0.589 -3.048
N 0.106 0.531 -1.741
H 5.881 4.042 -0.474
H 3.440 3.690 -0.463
H 4.054 -0.529 -0.773
H 6.490 -0.179 -0.800
H 3.474 1.396 2.024
H 2.034 0.252 3.994
H -0.133 -0.772 2.803
H 2.666 2.112 -3.150
H 0.670 1.462 -4.854
H -1.141 0.153 -3.402
F -4.617 0.271 0.671
C -4.518 -0.029 1.977
F -5.612 -0.661 2.361
F -4.442 1.129 2.630
C -3.200 -0.829 2.163
O -2.285 -0.268 1.361
C -3.360 -2.320 1.726
F -2.203 -2.670 1.111
F -3.564 -3.165 2.721
F -4.327 -2.481 0.834
C -2.749 -0.739 3.648
F -1.836 -1.669 3.929
F -3.761 -0.880 4.490
F -2.180 0.446 3.873
C -2.222 4.160 3.010
S -0.793 3.071 2.679
C 0.276 4.333 1.900
O -1.223 2.199 1.524
H -1.940 4.842 3.805
H -3.053 3.541 3.336
H -2.504 4.707 2.118
H 0.723 4.938 2.680
H -0.285 4.950 1.208
H 1.048 3.797 1.360
Cl -3.752 3.366 0.266
Si -2.354 2.379 -0.774
Cl -0.700 3.497 -1.135
Cl -3.192 2.079 -2.623
```

- LUMO energy (eV) = -4.412
- energy relative to the best compared isomer or geometry (same formula, charge and spin) (kcal/mol) = 11.7
- DFT total energy (a.u.) = -5025.6394
- HOMO-LUMO gap (Ha) = 0.23922
- charge = +1
- HOMO energy (eV) = -10.9213



ORCA calculation (wB97M-V/def2-TZVPD) on a cluster of 2 separate species, C32H24F6N4 in total.

The geometry in XYZ format:
```
66
C32H24F6N4 (wB97M-V/def2-TZVPD)
F -5.991 3.624 -2.689
C -5.832 2.695 -1.711
F -5.110 3.269 -0.691
F -7.073 2.415 -1.186
C -5.162 1.443 -2.184
N -4.841 0.605 -1.026
C -5.701 -0.483 -0.756
C -5.469 -1.736 -1.355
C -6.410 -2.753 -1.212
C -7.581 -2.517 -0.482
C -7.809 -1.274 0.118
C -6.853 -0.268 0.012
C -3.633 0.726 -0.382
C -3.580 0.477 1.010
C -2.388 0.606 1.680
C -1.165 0.870 0.985
C 0.028 0.935 1.752
C 1.356 0.777 1.288
C 2.450 1.262 2.073
C 3.746 1.166 1.630
C 4.020 0.507 0.411
N 5.303 0.457 -0.080
C 6.224 1.577 0.113
C 6.010 2.621 -0.942
F 6.580 3.817 -0.628
F 6.525 2.210 -2.151
F 4.670 2.841 -1.158
C 5.758 -0.667 -0.804
C 5.645 -0.658 -2.200
C 5.956 -1.804 -2.924
C 6.395 -2.952 -2.254
C 6.587 -2.935 -0.867
C 6.297 -1.786 -0.140
C 2.970 -0.098 -0.318
C 1.662 0.081 0.079
C -1.243 1.116 -0.422
C -2.457 1.067 -1.081
H -5.860 0.897 -2.820
H -4.254 1.726 -2.717
H -4.550 -1.882 -1.924
H -6.230 -3.727 -1.671
H -8.324 -3.310 -0.386
H -8.727 -1.078 0.673
H -6.970 0.700 0.496
H -4.500 0.204 1.532
H -2.354 0.468 2.762
H -0.093 1.111 2.823
H 2.246 1.736 3.035
H 4.574 1.562 2.216
H 6.060 2.041 1.087
H 7.238 1.189 0.004
H 5.284 0.252 -2.677
H 5.842 -1.792 -4.009
H 6.611 -3.860 -2.817
H 6.960 -3.823 -0.353
H 6.441 -1.734 0.940
H 3.208 -0.655 -1.227
H 0.853 -0.328 -0.529
H -0.348 1.380 -0.990
H -2.517 1.238 -2.156
C -0.037 -1.765 4.134
C -1.296 -1.483 4.622
N -2.410 -1.301 4.957
C 1.094 -1.414 4.847
N 2.112 -1.179 5.384
H 0.063 -2.405 3.253
```

- LUMO energy (eV) = -2.363
- DFT total energy (a.u.) = -2051.9436
- HOMO-LUMO gap (Ha) = 0.13798
- HOMO energy (eV) = -6.1174



ORCA calculation (wB97M-V/def2-TZVPD) on a structure of composition C32H24F6N5O4SbTl.

The geometry in XYZ format:
```
73
C32H24F6N5O4SbTl (wB97M-V/def2-TZVPD)
Tl 0.597 0.544 -0.552
O 1.516 -3.123 0.414
C 1.264 -3.790 1.428
C 1.887 -5.075 1.659
C 1.536 -5.847 2.724
C 0.539 -5.420 3.621
C -0.069 -4.179 3.460
C 0.288 -3.347 2.421
C -0.255 -1.999 2.260
N -1.433 -1.658 2.572
C -1.855 -0.327 2.182
C -2.479 -0.371 0.773
N -1.554 -0.894 -0.206
C -1.867 -1.998 -0.767
C -1.111 -2.787 -1.711
C -1.541 -4.115 -1.881
C -0.851 -5.034 -2.637
C 0.342 -4.624 -3.255
C 0.772 -3.328 -3.151
C 0.048 -2.322 -2.424
O 0.407 -1.106 -2.492
H 2.664 -5.378 0.968
H 2.033 -6.795 2.892
H 0.272 -6.053 4.459
H -0.805 -3.827 4.173
H 0.447 -1.284 1.817
H -1.020 0.385 2.173
H -2.619 0.019 2.877
H -2.745 0.651 0.498
H -3.401 -0.968 0.827
H -2.816 -2.476 -0.472
H -2.438 -4.431 -1.355
H -1.205 -6.054 -2.730
H 0.920 -5.343 -3.827
H 1.690 -3.006 -3.629
O -4.860 5.903 1.011
C -4.818 5.232 -0.038
O -5.637 5.125 -0.972
C -3.525 4.371 -0.209
C -2.547 4.346 0.771
C -1.412 3.558 0.587
N -1.238 2.821 -0.511
C -2.175 2.841 -1.458
C -3.330 3.609 -1.349
C -1.922 1.970 -2.639
C -2.966 1.334 -3.302
C -2.670 0.511 -4.377
C -1.352 0.366 -4.769
C -0.376 1.031 -4.041
N -0.646 1.812 -3.002
C -0.325 3.505 1.607
C -0.580 3.764 2.952
C 0.475 3.731 3.850
C 1.749 3.454 3.387
C 1.901 3.170 2.040
N 0.897 3.191 1.169
H -2.686 4.956 1.653
H -4.086 3.630 -2.123
H -3.986 1.453 -2.960
H -3.460 -0.021 -4.892
H -1.077 -0.280 -5.591
H 0.671 0.931 -4.300
H -1.589 3.953 3.291
H 0.302 3.899 4.906
H 2.596 3.408 4.056
H 2.872 2.896 1.641
F 2.648 0.033 2.204
Sb 3.339 -0.239 3.947
F 2.380 -1.851 4.220
F 4.798 -1.233 3.250
F 4.086 -0.401 5.697
F 4.340 1.379 3.761
F 1.869 0.714 4.682
```

- LUMO energy (alpha / beta) (eV) = 4.131 / 2.035
- energy relative to the best compared isomer or geometry (same formula, charge and spin) (kcal/mol) = 0.0
- DFT total energy (a.u.) = -2820.7829
- spin multiplicity = 2
- HOMO-LUMO gap (alpha / beta) (Ha) = 0.25815 / 0.18110
- expectation value of S² = 0.804
- charge = -2
- HOMO energy (alpha / beta) (eV) = -2.8935 / -2.8928



ORCA calculation (wB97M-V/def2-TZVPD) on a structure of composition C32H25AuGeNO2S5.

The geometry in XYZ format:
```
67
C32H25AuGeNO2S5 (wB97M-V/def2-TZVPD)
Au 1.895 -1.491 0.940
S 5.218 4.791 -0.322
C 4.460 3.362 -0.002
S 3.127 3.201 1.078
C 2.889 1.478 0.918
C 3.760 0.845 0.119
S 3.802 -0.891 -0.150
S 4.955 1.848 -0.665
S 1.576 0.706 1.764
O 0.104 -1.941 1.864
C -0.901 -1.945 1.029
O -0.830 -2.187 -0.166
C -2.204 -1.503 1.664
C -2.204 0.028 1.760
Ge -2.256 1.107 0.112
C -3.889 0.649 -0.871
C -4.999 0.095 -0.236
C -6.165 -0.182 -0.938
C -6.238 0.095 -2.296
C -5.143 0.647 -2.945
C -3.980 0.917 -2.237
C -2.445 2.944 0.765
C -1.523 3.459 1.680
C -1.635 4.760 2.151
C -2.677 5.569 1.717
C -3.604 5.071 0.813
C -3.486 3.769 0.342
C -0.788 1.068 -1.175
C 0.133 2.113 -1.232
C 1.174 2.099 -2.151
C 1.301 1.039 -3.036
C 0.380 0.001 -3.004
C -0.658 0.018 -2.083
H -2.291 -1.938 2.661
H -3.028 -1.859 1.044
H -1.335 0.359 2.333
H -3.082 0.365 2.320
H -4.960 -0.126 0.826
H -7.015 -0.617 -0.426
H -7.146 -0.121 -2.847
H -5.193 0.863 -4.006
H -3.125 1.337 -2.757
H -0.700 2.841 2.025
H -0.905 5.143 2.854
H -2.765 6.585 2.081
H -4.419 5.697 0.470
H -4.216 3.392 -0.367
H 0.052 2.947 -0.544
H 1.888 2.915 -2.171
H 2.121 1.019 -3.744
H 0.477 -0.833 -3.688
H -1.352 -0.811 -2.056
C 2.099 -3.453 0.265
C 3.434 -4.043 0.521
C 3.768 -4.529 1.789
C 5.010 -5.074 2.044
C 5.959 -5.143 1.024
C 5.647 -4.660 -0.245
C 4.398 -4.120 -0.488
C 7.251 -5.718 1.280
N 8.283 -6.184 1.482
H 1.311 -3.976 0.805
H 1.852 -3.425 -0.795
H 3.034 -4.467 2.584
H 5.256 -5.448 3.029
H 6.386 -4.712 -1.034
H 4.159 -3.743 -1.475
```

- LUMO energy (eV) = 1.854
- energy relative to the best compared isomer or geometry (same formula, charge and spin) (kcal/mol) = 1.0
- DFT total energy (a.u.) = -5643.3453
- HOMO-LUMO gap (Ha) = 0.24462
- charge = -1
- HOMO energy (eV) = -4.8025



ORCA calculation (wB97M-V/def2-TZVPD) on a cluster of 3 separate species, C32H25BIO6 in total.

The geometry in XYZ format:
```
65
C32H25BIO6 (wB97M-V/def2-TZVPD)
C -3.271 -0.079 0.454
C -2.421 -1.386 0.960
O -2.014 -1.410 2.259
O -1.999 -2.532 0.137
C -3.117 -3.118 -0.621
C -3.223 -2.422 -2.109
B -2.377 -3.200 -3.288
I -0.904 -1.847 -4.268
H -4.005 0.286 1.297
H -2.532 0.830 0.233
H -3.912 -0.241 -0.512
H -2.967 -4.294 -0.759
H -4.131 -3.009 -0.021
H -2.753 -1.332 -2.005
H -4.371 -2.348 -2.429
H -3.148 -3.589 -4.116
H -1.793 -4.158 -2.897
C 6.102 -4.012 1.612
C 6.613 -4.517 2.807
C 5.790 -4.619 3.930
C 4.455 -4.203 3.861
C 3.951 -3.675 2.672
C 4.774 -3.590 1.541
C 2.559 -3.187 2.602
O 2.115 -2.726 1.557
C 1.713 -3.253 3.810
C 0.409 -2.741 3.774
C -0.402 -2.812 4.908
C 0.081 -3.401 6.076
C 1.380 -3.908 6.117
C 2.201 -3.824 4.984
C 3.587 -4.330 5.048
O 4.013 -4.844 6.076
H 6.741 -3.942 0.734
H 7.651 -4.835 2.865
H 6.193 -5.019 4.859
H 4.384 -3.192 0.606
H 0.023 -2.282 2.865
H -1.412 -2.409 4.879
H -0.554 -3.463 6.957
H 1.752 -4.362 7.033
C -0.273 1.563 -2.179
C 0.274 2.240 -1.089
C 0.176 3.630 -1.009
C -0.460 4.348 -2.030
C -0.985 3.674 -3.131
C -0.901 2.277 -3.201
C -1.613 4.424 -4.237
O -2.078 3.833 -5.204
C -1.666 5.898 -4.165
C -2.208 6.626 -5.233
C -2.274 8.020 -5.168
C -1.810 8.688 -4.035
C -1.265 7.966 -2.972
C -1.184 6.569 -3.042
C -0.574 5.816 -1.928
O -0.161 6.403 -0.934
H -0.205 0.479 -2.237
H 0.775 1.685 -0.299
H 0.601 4.151 -0.153
H -1.321 1.742 -4.051
H -2.575 6.112 -6.120
H -2.690 8.583 -6.000
H -1.868 9.773 -3.981
H -0.900 8.495 -2.093
```

- LUMO energy (eV) = 0.779
- DFT total energy (a.u.) = -2008.4426
- HOMO-LUMO gap (Ha) = 0.20300
- charge = -1
- HOMO energy (eV) = -4.7450